# 1
The following is a DFT calculation (the ωB97M-V functional and the def2-TZVPD basis) of a 2-piece molecular cluster, C22H39N3O4PS overall at a distorted geometry.

Structure (XYZ):
```
70
Properties=species:S:1:pos:R:3:forces:R:3
C 0.499 5.401 2.782 -0.0014 0.0756 -0.3228
C -0.669 5.886 1.897 0.4663 -0.1319 0.2630
C -1.672 4.807 1.533 -0.0249 0.4328 0.1154
O -1.487 4.344 0.151 0.2771 -0.2899 -0.0420
N -1.226 3.004 0.084 -0.6472 0.3007 0.1440
C -2.188 2.040 0.227 0.1390 -0.6743 0.0189
C -3.636 2.346 0.480 0.2194 0.5405 -0.1743
O -4.405 1.196 0.543 -0.0528 -0.2733 0.0038
C -4.704 0.769 1.863 -0.0282 -0.1480 0.0051
C -1.532 0.848 0.057 0.3356 -0.1816 0.0266
C -1.992 -0.567 0.091 -0.5943 0.2236 0.3025
C -2.788 -1.019 -1.142 0.5484 -0.3106 -0.3418
C -2.334 -0.449 -2.502 -0.5455 -0.3910 -0.3435
C -1.912 -1.560 -3.477 0.3282 0.6241 -0.0561
C -3.484 0.348 -3.113 0.0809 0.2813 0.1759
N -0.201 1.155 -0.191 -0.1432 0.5560 -0.1632
C 0.906 0.230 -0.406 0.2022 -0.7045 -0.1876
O 0.607 -0.599 -1.500 -0.3294 0.0037 0.1575
C 1.290 -1.817 -1.448 0.3533 -0.3851 -0.1215
C 0.627 -2.988 -1.085 0.4572 -0.1311 -0.0680
C 1.335 -4.196 -1.052 0.1518 0.6448 -0.2143
C 2.687 -4.239 -1.393 -0.6069 0.4890 0.1042
C 3.332 -3.059 -1.767 -0.4164 -0.1614 0.1710
C 2.636 -1.848 -1.796 0.1204 -0.6482 0.1356
C -0.036 2.484 -0.185 0.3439 0.4760 -0.0782
P 1.468 3.492 -0.506 1.1352 -0.4266 0.0182
N 2.783 2.830 0.010 -0.5110 0.1780 -0.2012
H 1.447 5.418 2.254 0.1388 -0.0632 -0.0832
H 0.626 6.042 3.645 -0.0174 0.0685 0.1890
H 0.342 4.387 3.136 -0.0166 -0.1531 0.1345
H -0.279 6.328 0.985 -0.1035 0.1366 -0.2121
H -1.178 6.689 2.419 -0.2710 0.0649 -0.0023
H -1.573 3.965 2.208 -0.0971 -0.2643 -0.0021
H -2.686 5.190 1.577 -0.1696 -0.0265 -0.0910
H -3.993 2.969 -0.340 -0.0915 0.0538 -0.1377
H -3.715 2.955 1.383 -0.1210 0.0256 0.1628
H -3.855 0.903 2.530 0.1399 0.0722 0.1109
H -5.572 1.294 2.252 -0.0795 0.1964 0.0935
H -4.939 -0.289 1.829 -0.0486 -0.1565 -0.1176
H -1.141 -1.204 0.290 0.2674 -0.1046 -0.1501
H -2.638 -0.677 0.957 -0.0523 -0.0365 0.1821
H -3.842 -0.819 -0.995 -0.1788 0.2267 0.1506
H -2.700 -2.103 -1.183 -0.0542 -0.1619 0.0626
H -1.477 0.208 -2.408 0.1051 0.1310 0.3241
H -2.758 -1.898 -4.065 -0.1560 -0.3497 0.0827
H -1.419 -2.384 -2.972 -0.0528 -0.2069 0.0109
H -1.191 -1.155 -4.184 0.0685 -0.0122 -0.1734
H -3.184 0.890 -4.006 0.0411 -0.0207 -0.1735
H -4.309 -0.312 -3.367 -0.1152 -0.1290 -0.0925
H -3.880 1.071 -2.400 -0.0035 0.1600 0.0713
H 1.801 0.809 -0.590 0.0973 0.2690 0.1254
H 1.069 -0.363 0.492 -0.1487 -0.0566 0.1865
H -0.426 -2.996 -0.853 -0.1411 0.1721 0.0489
H 0.810 -5.092 -0.764 -0.0357 -0.1727 0.0120
H 3.200 -5.184 -1.346 0.2952 -0.0246 -0.0680
H 4.378 -3.091 -2.021 0.1469 0.0569 -0.0156
H 3.164 -0.956 -2.092 -0.0800 0.2436 -0.0452
H 1.095 4.692 0.103 -0.3035 -0.0106 -0.0776
H 1.426 3.726 -1.892 -0.4320 0.1850 0.0320
H 3.437 2.712 -0.755 0.2544 -0.0964 0.1679
C 3.700 -4.746 2.051 -0.0818 -0.0183 0.0550
S 5.385 -4.180 1.780 -0.0357 0.0468 0.0585
O 5.701 -4.441 0.351 -0.0481 -0.0416 -0.0720
C 6.170 -5.475 2.744 0.0479 -0.0798 0.0195
H 3.036 -4.092 1.490 0.0324 0.0184 -0.0174
H 3.598 -5.771 1.694 0.0397 0.0054 -0.0196
H 3.466 -4.686 3.114 0.0093 0.0075 0.0019
H 5.900 -6.449 2.335 -0.0136 0.0217 -0.0373
H 5.854 -5.394 3.784 0.0052 0.0245 -0.0007
H 7.246 -5.333 2.677 0.0025 0.0302 -0.0206
```
Forces are in eV/Å.

The gap between HOMO and LUMO comes out at 7.594 eV. As for the net charge: +1. For the total energy, the calculation gives -56220.5452 eV.

Results of the Mulliken charge analysis, in e, for atoms 1 through 4: -1.12 -0.72 -0.29 -0.44



# 2
The following is a DFT calculation (the ωB97M-V functional and the def2-TZVPD basis) of a 2-piece molecular cluster, C3H13N4 overall at a distorted geometry.

Structure (XYZ):
```
20
Properties=species:S:1:pos:R:3:forces:R:3
C -1.691 -1.622 -0.430 -0.4450 -1.8336 -1.0604
C -0.805 -0.290 1.283 0.8151 0.6901 1.7972
C 0.589 -0.677 -0.638 1.1196 1.2122 -0.5222
N 2.356 1.536 -0.664 -1.9783 1.0798 0.5911
N 0.392 2.062 0.232 -0.6158 2.0598 -0.9977
N 1.378 1.183 0.190 0.5741 -1.2482 -1.0472
N -0.435 -1.247 0.243 0.4785 -1.3704 0.1940
H -2.311 -2.121 0.302 -0.3519 0.0871 0.1763
H -2.199 -0.783 -0.865 0.0176 0.6880 0.1746
H -1.570 -2.334 -1.274 0.5419 0.3564 0.6702
H 0.063 0.268 1.680 -0.4359 -0.5337 -0.6439
H -1.538 0.309 0.811 -0.3785 1.1616 -0.2392
H -1.274 -0.655 2.174 -0.3918 -1.1998 0.1776
H 1.495 -1.302 -0.623 -0.4773 0.2933 -0.1649
H 0.134 -0.542 -1.617 0.3999 0.2080 -0.0954
H 2.177 2.278 -1.292 -0.2203 0.6312 -0.7350
H 3.214 1.084 -0.767 0.9806 -1.2753 0.5376
H -0.140 2.111 1.069 0.0334 -0.2222 0.5884
H 0.155 2.861 -0.405 1.0355 -1.4365 0.2499
H 0.010 -2.118 0.590 -0.7015 0.6523 0.3490
```
Forces are in eV/Å.

For the energy relative to the best compared isomer or geometry (same formula, charge and spin), the calculation gives 155.77 kcal/mol. The gap between HOMO and LUMO (alpha / beta) comes out at 8.239 / 8.239 eV. As for the net charge: +1. For the total energy, the calculation gives -9270.7896 eV.

Results of the Mulliken charge analysis, in e, for atoms 1 through 4: -1.13 -1.03 -0.72 -0.48



# 3
The following is a DFT calculation (the ωB97M-V functional and the def2-TZVPD basis) of one molecule with the formula C5H10O2.

Structure (XYZ):
```
17
Properties=species:S:1:pos:R:3:forces:R:3
C -2.308 -0.559 -0.275 -0.0643 -0.0316 -0.0348
C -1.184 0.413 -0.647 -0.0214 0.0893 -0.0811
C 0.153 -0.090 -0.133 -0.2370 0.2967 0.3552
O 0.377 -1.394 -0.607 0.2750 -0.1352 0.0219
C 1.403 0.799 -0.411 -0.2709 -0.0260 0.0588
C 2.370 0.355 0.669 0.0358 -0.5069 0.0415
O 2.718 -0.805 0.777 0.1081 0.5809 -0.1334
H -3.284 -0.152 -0.556 0.1411 -0.0532 0.0094
H -2.171 -1.518 -0.780 -0.0262 0.1381 0.0528
H -2.331 -0.759 0.805 0.0736 0.1061 -0.2029
H -1.155 0.566 -1.731 0.0190 -0.0079 0.0799
H -1.372 1.384 -0.168 0.0456 -0.0771 -0.1883
H 0.007 -0.110 0.965 0.2114 -0.1107 -0.0734
H 1.236 -1.670 -0.243 -0.2185 -0.0403 -0.1294
H 1.175 1.865 -0.322 -0.0065 -0.1369 0.1004
H 1.774 0.613 -1.434 -0.0636 -0.1055 0.4700
H 2.647 1.067 1.477 -0.0012 0.0203 -0.3465
```
Forces are in eV/Å.

As for the structure (SMILES): CC[C@@H](O)CC=O. For the energy relative to the best compared isomer or geometry (same formula, charge and spin), the calculation gives 32.04 kcal/mol. The gap between HOMO and LUMO comes out at 10.917 eV. For the total energy, the calculation gives -9441.6534 eV.

Results of the Mulliken charge analysis, in e, for atoms 1 through 4: -1.16 -0.46 0.02 -0.55



# 4
The following is a DFT calculation (the ωB97M-V functional and the def2-TZVPD basis) of a 2-piece molecular cluster, C2H9N5O overall at a distorted geometry.

Structure (XYZ):
```
17
Properties=species:S:1:pos:R:3:forces:R:3
C -1.463 -0.299 -0.017 0.1816 2.1674 2.7696
C -1.365 -1.683 -0.429 -1.4127 -2.7925 -1.4150
N 2.434 -0.909 0.465 -1.6133 0.1945 -0.5062
N -0.121 2.168 -0.711 1.2994 -0.4417 -0.3699
N 1.192 -0.366 -0.046 1.8247 0.3463 -2.5865
N 0.294 1.687 0.583 -0.0557 1.5305 -0.0459
N 0.310 0.343 0.744 -2.6751 -1.8878 -1.2040
O -2.439 0.367 0.230 2.0785 -1.0176 -0.8318
H -1.390 -2.303 0.459 -0.6000 0.2393 0.8871
H -2.298 -2.090 -1.060 2.2453 1.2012 1.1153
H -0.383 -2.070 -0.723 -0.2346 0.8930 -0.9555
H 2.893 -0.238 1.044 0.3040 0.0831 0.8045
H 2.218 -1.802 0.894 0.2696 0.4301 0.3829
H -0.189 3.164 -0.781 0.3992 0.4035 0.4814
H -0.958 1.784 -1.097 -0.8610 -0.5876 0.4610
H 1.504 0.164 -0.907 -0.9213 -0.5452 1.3245
H -0.239 2.085 1.353 -0.2287 -0.2164 -0.3115
```
Forces are in eV/Å.

For the energy relative to the best compared isomer or geometry (same formula, charge and spin), the calculation gives 167.71 kcal/mol. The gap between HOMO and LUMO comes out at 8.498 eV. For the total energy, the calculation gives -11712.2367 eV.

Results of the Mulliken charge analysis, in e, for atoms 1 through 4: 0.66 -1.06 -0.58 -0.44



# 5
The following is a DFT calculation (the ωB97M-V functional and the def2-TZVPD basis) of a 2-piece molecular cluster, C2H7NS overall at a distorted geometry.

Structure (XYZ):
```
11
Properties=species:S:1:pos:R:3:forces:R:3
S 1.900 0.164 3.232 -2.2465 0.2954 2.1799
H 2.036 0.129 1.897 1.6819 -0.2139 -0.4745
C -0.105 -0.381 -0.589 0.2039 0.6277 0.8624
C -1.912 0.321 -1.820 1.0431 2.1710 -0.4736
N -1.363 0.333 -0.680 -0.8713 -1.4770 0.1748
H 0.418 -0.522 -1.530 0.1802 0.0239 -0.2739
H -0.276 -1.358 -0.122 -0.1066 0.1290 -0.1679
H 0.525 0.188 0.124 0.1408 -0.1280 -0.3126
H -1.260 0.296 -2.714 -0.5020 -1.0598 -0.0048
H -2.892 0.775 -1.977 0.0115 -0.2912 0.2678
H 2.930 0.055 4.179 0.4649 -0.0772 -1.7777
```
Forces are in eV/Å.

For the energy relative to the best compared isomer or geometry (same formula, charge and spin), the calculation gives 86.15 kcal/mol. The gap between HOMO and LUMO (alpha / beta) comes out at 6.108 / 1.871 eV. As for the multiplicity: 2. As for the net charge: +1. For the total energy, the calculation gives -14500.3689 eV.

Results of the Mulliken charge analysis, in e, for atoms 1 through 4: 0.24 0.37 -0.29 -0.25



# 6
The following is a DFT calculation (the ωB97M-V functional and the def2-TZVPD basis) of C6H11N as an isolated structure at a distorted geometry.

Structure (XYZ):
```
18
Properties=species:S:1:pos:R:3:forces:R:3
C 1.850 -0.469 -0.808 0.0687 0.1223 -0.1347
C 1.232 1.355 0.849 0.1505 0.0419 -0.0095
C -2.469 -1.106 0.461 -0.0983 -0.2450 0.1988
C 0.745 0.191 0.000 -0.6965 0.4179 -0.5615
C -1.134 -0.545 0.209 1.7907 0.0675 0.3025
C -0.619 0.466 -0.762 0.3390 0.2599 -0.2761
N -0.006 -0.791 0.794 -1.0920 -0.8723 0.8566
H 1.476 -1.323 -1.382 -0.0520 0.1285 0.1135
H 2.295 0.242 -1.512 -0.0263 -0.0347 0.0718
H 2.034 1.035 1.524 -0.1248 -0.0172 -0.0882
H 0.426 1.773 1.462 0.0379 -0.1351 -0.1102
H 1.624 2.159 0.218 -0.0159 -0.0965 0.0105
H 2.647 -0.837 -0.151 -0.1594 0.0756 -0.0069
H -2.834 -1.602 -0.442 -0.1227 0.0562 0.0582
H -2.427 -1.828 1.279 -0.0161 0.0712 -0.0942
H -3.158 -0.300 0.727 -0.0681 -0.0929 -0.0815
H -1.068 1.457 -0.667 0.1834 0.0746 -0.1794
H -0.613 0.124 -1.799 -0.0981 0.1782 -0.0697
```
Forces are in eV/Å.

For the energy relative to the best compared isomer or geometry (same formula, charge and spin), the calculation gives 19.93 kcal/mol. The gap between HOMO and LUMO comes out at 10.247 eV. For the total energy, the calculation gives -7889.6671 eV.

Results of the Mulliken charge analysis, in e, for atoms 1 through 4: -1.49 -1.49 -1.16 1.68